# 1
{
  "formula": "CH2IO3S",
  "method": "ωB97M-V with the def2-TZVPD basis set",
  "elements": ["C", "O", "O", "O", "S", "I", "H", "H"],
  "coordinates": [[1.324, -0.704, -0.153], [-1.526, 1.345, -0.849], [-2.340, -0.842, -0.256], [-1.723, 0.723, 1.513], [-1.558, 0.296, 0.152], [2.389, 1.246, 0.181], [2.019, -1.192, 0.573], [1.413, -0.872, -1.160]],
  "largest_force_ev_per_a": 4.3,
  "gap_ev": [6.41, 7.64],
  "total_charge": -1,
  "de_lowest_ev": 3.251,
  "lumo_ha": [0.09750, 0.11203]
}

=====

# 2
{
  "formula": "C4H4FNS",
  "method": "ωB97M-V with the def2-TZVPD basis set",
  "elements": ["C", "C", "C", "C", "N", "F", "S", "H", "H", "H", "H"],
  "coordinates": [[-1.493, 1.346, 0.087], [-0.751, 0.296, -0.025], [-2.852, -0.938, -0.048], [0.299, -0.703, -0.007], [-3.760, -0.106, 0.053], [-2.988, -2.218, 0.033], [-3.362, 1.459, -0.131], [-1.308, 2.307, 0.284], [0.322, -1.224, 0.858], [0.315, -1.534, -0.877], [1.230, -0.144, 0.047]],
  "largest_force_ev_per_a": 4.7,
  "gap_ev": 8.34,
  "de_lowest_ev": 4.471,
  "lumo_ha": -0.00741
}

=====

# 3
{
  "formula": "C7H17NO2PS2",
  "method": "ωB97M-V with the def2-TZVPD basis set",
  "elements": ["C", "C", "C", "C", "C", "C", "C", "N", "O", "O", "P", "S", "S", "H", "H", "H", "H", "H", "H", "H", "H", "H", "H", "H", "H", "H", "H", "H", "H", "H"],
  "coordinates": [[1.961, 2.658, 0.337], [1.584, 1.873, 1.621], [0.799, 2.358, -0.645], [1.163, 0.494, 1.075], [0.467, 0.774, -0.222], [-1.714, 0.011, -1.341], [-0.903, 0.532, -0.142], [-0.930, -0.134, -2.498], [-1.620, 0.948, 0.833], [-1.344, -2.022, 1.141], [-0.375, -2.851, 0.165], [0.025, -4.547, 1.322], [-1.930, -3.475, -1.140], [1.866, 3.705, 0.533], [2.852, 2.266, -0.145], [2.389, 1.760, 2.333], [0.788, 2.335, 2.101], [-0.056, 3.083, -0.426], [1.081, 2.476, -1.712], [2.063, -0.160, 0.960], [0.423, 0.000, 1.797], [1.010, 0.219, -0.994], [-2.520, 0.669, -1.489], [-2.090, -1.002, -1.050], [0.801, -5.357, 0.420], [-0.571, -1.129, -2.527], [-0.159, 0.511, -2.490], [-1.039, 1.404, 1.427], [-2.019, -2.606, 1.573], [-2.001, -4.794, -0.815]],
  "largest_force_ev_per_a": 4.0,
  "gap_ev": 7.59,
  "total_charge": 1,
  "lumo_ha": -0.16952
}

=====

# 4
{
  "formula": "C3H5N2O2",
  "method": "ωB97M-V with the def2-TZVPD basis set",
  "elements": ["C", "C", "C", "N", "N", "O", "O", "H", "H", "H", "H", "H"],
  "coordinates": [[-1.005, -0.188, 0.895], [-0.952, -0.046, -0.570], [1.208, 0.124, 0.377], [0.321, -0.079, 1.442], [0.478, 0.215, -0.947], [-1.422, 0.959, 0.235], [1.152, -1.113, 0.914], [-1.714, -0.772, 1.466], [-1.583, -0.508, -1.315], [2.100, 0.734, 0.472], [0.841, -0.484, -1.612], [0.576, 1.157, -1.357]],
  "smiles": "[NH2+]1[C@@H]2O[C@@H]2N2O[C@@H]12",
  "largest_force_ev_per_a": 2.2,
  "gap_ev": 11.73,
  "total_charge": 1,
  "de_lowest_ev": 3.841,
  "lumo_ha": -0.13962
}

=====

# 5
{
  "formula": "C2H4NO2",
  "method": "ωB97M-V with the def2-TZVPD basis set",
  "elements": ["C", "C", "N", "O", "O", "H", "H", "H", "H"],
  "coordinates": [[0.831, 0.215, 0.374], [0.223, 0.508, -0.925], [-1.545, -1.138, 0.254], [-2.002, -1.385, 1.354], [-0.544, 0.288, 0.309], [1.309, -0.753, 0.397], [1.127, 0.974, 1.146], [0.491, 1.490, -1.222], [0.109, -0.198, -1.687]],
  "largest_force_ev_per_a": 10.6,
  "gap_ev": 9.44,
  "total_charge": 1,
  "de_lowest_ev": 5.477,
  "lumo_ha": -0.29193
}

=====

# 6
{
  "formula": "C7H16NOPSV",
  "method": "ωB97M-V with the def2-TZVPD basis set",
  "elements": ["V", "H", "H", "P", "C", "H", "H", "H", "C", "H", "H", "H", "C", "H", "H", "H", "C", "O", "H", "H", "S", "C", "C", "N", "C", "H", "H", "H"],
  "coordinates": [[-0.120, -0.529, 0.359], [-0.316, 3.558, 1.880], [0.050, 3.752, 1.264], [0.654, 0.505, -1.696], [2.467, -0.064, -1.963], [2.860, 0.194, -2.966], [3.101, 0.376, -1.172], [2.448, -1.154, -1.805], [-0.333, -0.178, -3.087], [-1.351, 0.250, -3.006], [0.108, 0.072, -4.068], [-0.412, -1.276, -2.959], [0.794, 2.329, -1.930], [1.337, 2.770, -1.090], [1.234, 2.703, -2.869], [-0.224, 2.711, -1.846], [1.578, -1.202, 0.824], [2.611, -1.346, 1.438], [-1.230, -0.568, -0.652], [-0.770, -1.652, -0.566], [-2.145, -2.955, 3.595], [-2.335, -1.337, 4.293], [-1.872, -0.405, 3.388], [-1.217, -0.979, 2.279], [-1.164, -2.328, 2.328], [-2.921, -1.125, 5.196], [-1.948, 0.711, 3.448], [-0.884, -2.835, 1.383]],
  "largest_force_ev_per_a": 12.1,
  "gap_ev": [7.08, 7.10],
  "total_charge": 2,
  "lumo_ha": [-0.36308, -0.36230],
  "spin_multiplicity": 2
}

=====

# 7
{
  "formula": "C9H14O",
  "method": "ωB97M-V with the def2-TZVPD basis set",
  "elements": ["C", "C", "C", "C", "C", "C", "C", "H", "H", "H", "H", "H", "H", "H", "H", "C", "C", "O", "H", "H", "H", "H", "H", "H"],
  "coordinates": [[-0.815, -1.290, -1.432], [-2.204, 2.236, -1.327], [-1.201, 2.910, -0.634], [-1.996, 0.919, -1.701], [-0.839, 0.237, -1.326], [-0.053, 2.248, -0.232], [0.127, 0.918, -0.591], [-3.039, 2.829, -1.669], [-1.417, 3.934, -0.352], [-2.720, 0.370, -2.294], [0.692, 2.769, 0.356], [-0.948, -1.698, -0.437], [0.153, -1.540, -1.873], [0.984, 0.347, -0.229], [-1.579, -1.583, -2.141], [2.217, -1.868, 2.432], [2.056, -1.448, 0.968], [1.366, -2.964, 2.754], [3.244, -2.210, 2.586], [1.918, -1.091, 3.132], [1.409, -0.583, 0.790], [1.295, -3.656, 2.090], [1.809, -2.328, 0.374], [3.034, -1.111, 0.611]],
  "smiles": "Cc1ccccc1.CCO",
  "largest_force_ev_per_a": 2.1,
  "gap_ev": 9.94,
  "de_lowest_ev": 1.022,
  "lumo_ha": 0.03242
}

=====

# 8
{
  "formula": "C8H12CuF6NO7",
  "method": "ωB97M-V with the def2-TZVPD basis set",
  "elements": ["Cu", "C", "O", "O", "C", "F", "F", "F", "C", "C", "H", "H", "H", "H", "H", "H", "C", "O", "O", "C", "F", "F", "F", "C", "C", "H", "H", "H", "H", "H", "H", "N", "O", "O", "O"],
  "coordinates": [[0.323, -1.003, -0.927], [1.663, 1.365, -0.407], [1.619, 0.252, 0.486], [0.822, 0.971, -1.368], [1.138, 2.617, 0.333], [2.059, 3.257, 1.085], [0.666, 3.542, -0.520], [0.121, 2.280, 1.145], [2.805, -0.159, 1.141], [2.736, 0.057, 2.651], [1.884, -0.470, 3.076], [3.734, -0.088, 3.056], [2.427, 1.101, 2.790], [3.736, 0.270, 0.751], [2.984, -1.218, 0.921], [2.681, 1.660, -0.718], [-1.938, -1.634, 0.389], [-1.855, -0.560, -0.590], [-0.787, -2.265, 0.246], [-2.233, -1.189, 1.818], [-3.548, -0.887, 1.979], [-1.944, -2.168, 2.681], [-1.573, -0.098, 2.238], [-3.008, 0.216, -0.912], [-2.547, 1.187, -1.975], [-3.355, 1.892, -2.215], [-1.811, 1.883, -1.569], [-2.182, 0.745, -2.899], [-3.268, 0.826, -0.040], [-3.823, -0.447, -1.215], [-2.789, -2.223, -0.005], [1.341, -2.410, -2.906], [1.901, -2.331, -1.767], [0.318, -1.704, -3.060], [1.702, -3.270, -3.691]],
  "largest_force_ev_per_a": 2.5,
  "gap_ev": [9.42, 8.23],
  "total_charge": -1,
  "de_lowest_ev": 0.000,
  "lumo_ha": [0.11715, 0.07634],
  "spin_multiplicity": 2
}

=====

# 9
{
  "formula": "C3H3N",
  "method": "ωB97M-V with the def2-TZVPD basis set",
  "elements": ["C", "C", "C", "N", "H", "H", "H"],
  "coordinates": [[-0.872, 0.852, -0.066], [-0.972, -0.487, 0.018], [0.310, 0.102, 0.142], [2.167, 0.049, -0.022], [-1.352, 1.790, -0.201], [-1.586, -1.355, -0.019], [2.304, -0.950, 0.148]],
  "largest_force_ev_per_a": 5.7,
  "gap_ev": [8.18, 8.18],
  "de_lowest_ev": 5.848,
  "lumo_ha": [0.01225, 0.01225]
}

=====

# 10
{
  "formula": "CH5Cl2NSi",
  "method": "ωB97M-V with the def2-TZVPD basis set",
  "elements": ["C", "N", "Si", "Cl", "Cl", "H", "H", "H", "H", "H"],
  "coordinates": [[-1.428, 0.337, -1.922], [-0.354, 0.873, -2.084], [0.867, -0.456, 1.886], [2.668, -0.595, 0.661], [1.325, 0.835, 3.347], [-2.285, 0.658, -2.501], [-0.106, 0.083, 1.002], [-1.707, -0.583, -1.250], [0.366, 0.649, -1.467], [0.655, -1.801, 2.329]],
  "smiles": "Cl[SiH2]Cl.C=N",
  "largest_force_ev_per_a": 5.2,
  "gap_ev": 10.48,
  "de_lowest_ev": 1.637,
  "lumo_ha": 0.02212
}

=====

# 11
{
  "formula": "C4H10O",
  "method": "ωB97M-V with the def2-TZVPD basis set",
  "elements": ["C", "C", "H", "H", "H", "H", "H", "H", "O", "C", "C", "H", "H", "H", "H"],
  "coordinates": [[0.933, 0.292, 1.493], [2.328, 0.057, 0.842], [0.354, -0.583, 1.360], [0.944, 0.468, 2.635], [0.555, 1.271, 1.160], [2.227, -0.116, -0.164], [2.963, -0.654, 1.265], [2.941, 0.940, 0.974], [-1.728, 0.076, 0.448], [-1.387, -0.290, -0.656], [-2.286, -0.167, -1.854], [-0.447, -0.751, -0.701], [-2.228, 0.814, -2.330], [-1.986, -0.727, -2.742], [-3.183, -0.627, -1.729]],
  "smiles": "CC=O.CC",
  "largest_force_ev_per_a": 3.7,
  "gap_ev": 10.92,
  "de_lowest_ev": 1.768,
  "lumo_ha": 0.03648
}

=====

# 12
{
  "formula": "C5H18NO6",
  "method": "ωB97M-V with the def2-TZVPD basis set",
  "elements": ["C", "O", "C", "C", "C", "C", "N", "O", "H", "H", "H", "H", "H", "H", "H", "H", "H", "H", "H", "H", "O", "H", "H", "O", "H", "H", "O", "H", "H", "O"],
  "coordinates": [[-1.898, 0.810, 0.785], [-1.580, 2.171, 0.521], [-1.006, 0.336, 1.918], [-0.121, -0.863, 1.585], [0.929, -0.519, 0.475], [0.617, -1.403, -0.702], [0.270, -0.806, -1.859], [0.688, -2.634, -0.601], [-1.723, 0.318, -0.169], [-2.964, 0.792, 1.030], [-1.502, 0.035, 2.818], [-0.487, 1.199, 2.250], [0.394, -1.206, 2.477], [-0.730, -1.687, 1.228], [1.849, -0.915, 0.842], [0.931, 0.539, 0.294], [-0.204, -1.389, -2.538], [0.141, 0.207, -1.932], [-0.887, 2.115, -1.811], [0.482, 2.368, -1.266], [0.055, 2.016, -2.069], [2.095, 2.155, 3.114], [1.784, 1.882, 1.625], [1.927, 1.469, 2.461], [0.017, -3.485, -2.173], [-1.235, -4.492, -2.080], [-0.677, -3.948, -2.700], [0.983, 3.328, 0.451], [-0.519, 2.258, 0.522], [0.877, 2.354, 0.421]],
  "largest_force_ev_per_a": 3.7,
  "gap_ev": 9.08,
  "total_charge": -1,
  "de_lowest_ev": 1.523,
  "lumo_ha": 0.12925
}

=====

# 13
{
  "formula": "C44H34AsCoN6O3S",
  "method": "ωB97M-V with the def2-TZVPD basis set",
  "elements": ["Co", "C", "C", "C", "C", "C", "C", "N", "C", "C", "C", "C", "C", "N", "C", "C", "C", "C", "C", "C", "N", "H", "H", "H", "H", "H", "H", "H", "H", "H", "H", "H", "H", "H", "H", "H", "O", "S", "O", "O", "C", "N", "C", "C", "C", "N", "C", "C", "C", "N", "C", "C", "H", "H", "H", "H", "H", "H", "C", "C", "C", "C", "C", "C", "As", "C", "C", "C", "C", "C", "C", "C", "C", "C", "C", "C", "C", "H", "H", "H", "H", "H", "H", "H", "H", "H", "H", "H", "H", "H"],
  "coordinates": [[0.232, 0.721, 0.155], [-0.725, -1.903, 1.915], [-0.522, -0.668, 2.737], [-0.792, -0.673, 4.103], [-0.561, 0.460, 4.852], [-0.033, 1.587, 4.236], [0.236, 1.537, 2.888], [-0.032, 0.432, 2.147], [0.865, 2.651, 2.137], [1.473, 3.769, 2.682], [2.083, 4.668, 1.817], [2.088, 4.429, 0.451], [1.458, 3.286, -0.018], [0.865, 2.453, 0.824], [1.414, 2.817, -1.423], [1.875, 3.578, -2.471], [1.853, 3.038, -3.749], [1.379, 1.759, -3.928], [0.908, 1.033, -2.835], [0.417, -0.367, -3.025], [0.916, 1.565, -1.604], [-1.531, -2.513, 2.318], [0.192, -2.500, 1.914], [-0.958, -1.657, 0.880], [-1.187, -1.571, 4.560], [-0.783, 0.470, 5.911], [0.159, 2.487, 4.804], [1.494, 3.926, 3.750], [2.576, 5.547, 2.212], [2.587, 5.108, -0.223], [2.245, 4.580, -2.309], [2.213, 3.614, -4.592], [1.366, 1.303, -4.908], [-0.205, -0.445, -3.916], [-0.165, -0.690, -2.171], [1.265, -1.046, -3.148], [6.128, -7.506, -1.672], [4.962, -6.951, -1.029], [3.953, -6.420, -1.931], [4.428, -7.712, 0.089], [5.555, -5.467, -0.148], [6.747, -5.457, 0.472], [7.045, -4.370, 1.171], [6.198, -3.271, 1.272], [5.007, -3.373, 0.585], [4.689, -4.453, -0.111], [3.950, -2.331, 0.526], [2.778, -2.642, -0.169], [1.790, -1.699, -0.266], [1.890, -0.470, 0.273], [3.006, -0.173, 0.947], [4.049, -1.064, 1.095], [8.005, -4.374, 1.678], [6.473, -2.407, 1.866], [2.688, -3.622, -0.626], [0.867, -1.931, -0.785], [3.070, 0.827, 1.367], [4.926, -0.761, 1.652], [-5.050, -0.431, 3.271], [-4.211, 0.674, 3.347], [-3.362, 0.970, 2.292], [-3.363, 0.171, 1.151], [-4.201, -0.934, 1.073], [-5.043, -1.233, 2.137], [-2.171, 0.655, -0.294], [-2.836, -0.335, -1.803], [-2.660, -1.683, -2.078], [-3.185, -2.210, -3.249], [-3.867, -1.379, -4.133], [-4.047, -0.032, -3.849], [-3.538, 0.505, -2.671], [-3.671, 1.915, -2.222], [-4.392, 2.913, -2.866], [-4.452, 4.188, -2.317], [-3.794, 4.481, -1.128], [-3.070, 3.492, -0.475], [-3.025, 2.221, -1.022], [-5.714, -0.664, 4.093], [-4.222, 1.304, 4.228], [-2.705, 1.833, 2.358], [-4.213, -1.557, 0.188], [-5.700, -2.091, 2.074], [-2.120, -2.325, -1.391], [-3.065, -3.262, -3.473], [-4.263, -1.789, -5.053], [-4.588, 0.595, -4.547], [-4.915, 2.700, -3.790], [-5.021, 4.959, -2.820], [-3.848, 5.478, -0.710], [-2.558, 3.718, 0.453]],
  "largest_force_ev_per_a": 0.9,
  "gap_ev": [4.33, 4.36],
  "total_charge": 1,
  "de_lowest_ev": 0.000,
  "lumo_ha": [-0.15645, -0.15539],
  "spin_multiplicity": 2
}

=====

# 14
{
  "formula": "C27H35KN6O8",
  "method": "ωB97M-V with the def2-TZVPD basis set",
  "elements": ["K", "O", "C", "O", "C", "C", "C", "C", "C", "O", "C", "C", "O", "O", "H", "H", "H", "H", "H", "H", "H", "H", "O", "C", "N", "C", "O", "C", "C", "C", "C", "C", "N", "C", "C", "C", "C", "C", "N", "H", "H", "H", "H", "H", "H", "H", "H", "C", "C", "C", "C", "N", "N", "H", "H", "H", "H", "H", "H", "H", "H", "H", "H", "H", "H", "C", "N", "C", "C", "O", "H", "H", "H", "H", "H", "H", "H"],
  "coordinates": [[0.324, -1.095, 0.011], [-1.890, -4.421, -0.668], [-1.156, -3.519, -1.102], [0.096, -3.408, -0.970], [-1.873, -2.459, -1.997], [-0.950, -1.632, -2.909], [-1.721, -1.193, -4.162], [-2.657, -0.110, -3.566], [-2.204, -0.098, -2.095], [-0.801, -0.379, -2.219], [-2.769, -1.336, -1.359], [-2.896, -1.044, 0.173], [-3.982, -0.514, 0.482], [-1.924, -1.265, 0.944], [-2.532, -3.071, -2.617], [0.026, -2.080, -3.074], [-1.039, -0.761, -4.898], [-2.257, -2.021, -4.628], [-2.483, 0.863, -4.027], [-3.716, -0.354, -3.660], [-2.343, 0.848, -1.579], [-3.802, -1.484, -1.669], [1.206, 4.452, -1.961], [0.847, 3.557, -1.184], [1.521, 2.500, -0.736], [2.860, 2.446, -0.825], [3.691, 3.328, -0.608], [3.403, 1.076, -1.233], [4.712, 1.003, -1.708], [5.201, -0.214, -2.143], [4.379, -1.331, -2.072], [3.098, -1.167, -1.567], [2.613, 0.008, -1.173], [-0.631, 3.553, -0.790], [-1.462, 4.527, -1.345], [-2.808, 4.522, -1.032], [-3.291, 3.546, -0.171], [-2.389, 2.630, 0.348], [-1.090, 2.630, 0.053], [5.300, 1.910, -1.722], [6.210, -0.296, -2.531], [4.718, -2.309, -2.386], [2.439, -2.025, -1.458], [-1.013, 5.245, -2.016], [-3.476, 5.263, -1.457], [-4.338, 3.480, 0.093], [-2.728, 1.844, 1.017], [0.384, 2.260, 5.576], [-0.303, 1.811, 4.289], [-1.362, 0.749, 4.612], [-0.964, 3.008, 3.617], [0.774, 1.318, 3.413], [0.389, 0.666, 2.214], [-0.342, 2.690, 6.269], [1.147, 3.008, 5.352], [0.867, 1.416, 6.079], [-2.113, 1.157, 5.293], [-0.905, -0.119, 5.095], [-1.889, 0.406, 3.719], [-1.731, 3.440, 4.266], [-1.438, 2.704, 2.686], [-0.219, 3.769, 3.381], [1.344, 0.662, 3.932], [0.248, 1.347, 1.466], [-0.469, 0.128, 2.321], [3.895, -0.817, 3.870], [2.625, -1.503, 3.769], [1.886, -1.779, 4.974], [2.146, -1.858, 2.545], [2.761, -1.739, 1.508], [4.446, -1.188, 4.737], [3.757, 0.264, 3.969], [4.464, -1.005, 2.963], [2.431, -2.476, 5.619], [0.925, -2.221, 4.717], [1.696, -0.866, 5.547], [1.139, -2.303, 2.597]],
  "largest_force_ev_per_a": 1.0,
  "gap_ev": 6.64,
  "total_charge": -2,
  "de_lowest_ev": 1.403,
  "lumo_ha": 0.14706
}